<P>
The following is a quantum chemistry calculation of the ion C2H6NO with charge -1, from the OMol25 dataset.

The geometry in XYZ format:
```
10
Properties=species:S:1:pos:R:3
O -1.355 1.205 0.302
H -0.937 1.049 1.145
C -0.521 0.535 -0.759
C 0.689 -0.136 -0.354
N 0.462 -1.118 0.801
H -1.336 -0.083 -1.198
H -0.215 1.363 -1.416
H 1.624 0.397 -0.225
H 1.313 -1.203 1.352
H 0.276 -2.008 0.350
```

HOMO-LUMO gap   5.43 eV
Lowest unoccupied orbital energy   4.91 eV
HOMO level   -0.5 eV
Net charge   -1

These are the natural (NBO) partial charges, in e, on atoms 1 to 5:
1. O -0.86
2. H 0.45
3. C -0.15
4. C -0.58
5. N -0.92

<Q>
The following is a quantum chemistry calculation of the ion C2H6NO with charge -1, from the OMol25 dataset.

The geometry in XYZ format:
```
10
Properties=species:S:1:pos:R:3
N 1.626 0.266 -0.695
C 0.206 -0.156 -0.664
C -0.401 -0.236 0.778
O -1.693 0.046 0.804
H 1.688 1.204 -0.320
H 1.909 0.383 -1.673
H -0.494 0.588 -1.076
H 0.095 -1.098 -1.218
H -0.124 -1.247 1.192
H 0.293 0.468 1.337
```

HOMO-LUMO gap   6.73 eV
Lowest unoccupied orbital energy   4.66 eV
HOMO level   -2.1 eV
Net charge   -1

These are the natural (NBO) partial charges, in e, on atoms 1 to 5:
1. N -0.85
2. C -0.27
3. C 0.00
4. O -0.95
5. H 0.34

Pick <Q>: it beats the second-best structure by 0.0505 hartree.

<P>
The following is a quantum chemistry calculation of an isolated molecule of C8H6N2O, from the OMol25 dataset.

The geometry in XYZ format:
```
17
Properties=species:S:1:pos:R:3
C -2.931 -0.248 -0.010
C -2.384 0.961 0.265
C -0.966 1.059 0.143
C -0.302 -0.074 -0.077
C 1.158 -0.052 -0.149
N 1.956 0.939 -0.350
C 3.254 0.493 -0.217
C 3.250 -0.824 0.232
O 1.948 -1.166 0.264
N -0.845 -1.294 -0.199
C -2.193 -1.354 -0.223
H -3.965 -0.081 -0.189
H -2.962 2.152 0.396
H -0.403 1.891 0.184
H 4.046 1.455 -0.350
H 4.049 -1.408 0.590
H -2.711 -2.448 -0.311
```

HOMO-LUMO gap   9.26 eV
Lowest unoccupied orbital energy   0.45 eV
HOMO level   -8.8 eV
Net charge   0

These are the natural (NBO) partial charges, in e, on atoms 1 to 5:
1. C -0.32
2. C -0.12
3. C -0.22
4. C 0.10
5. C 0.46

<Q>
The following is a quantum chemistry calculation of an isolated molecule of C8H6N2O, from the OMol25 dataset.

The geometry in XYZ format:
```
17
Properties=species:S:1:pos:R:3
C 1.424 1.697 0.078
C -0.030 1.835 0.045
C 2.067 0.520 0.017
C 0.196 -2.187 0.436
C -0.757 0.768 -0.296
C -0.728 -1.406 -0.100
C -2.168 0.318 -0.003
C 1.308 -0.615 -0.383
N -2.072 -1.067 0.036
N -0.054 -0.318 -0.653
O -3.116 1.016 0.368
H 1.959 2.623 0.251
H -0.291 2.887 0.366
H 3.053 0.267 0.094
H 0.192 -3.357 0.622
H 1.758 -1.216 -1.156
H -2.742 -1.765 0.279
```

HOMO-LUMO gap (alpha / beta)   7.30 / 7.30 eV
Lowest unoccupied orbital energy (alpha / beta)   -0.38 / -0.38 eV
HOMO level (alpha / beta)   -7.7 / -7.7 eV
Net charge   0

These are the natural (NBO) partial charges, in e, on atoms 1 to 5:
1. C -0.15
2. C -0.27
3. C -0.26
4. C -0.34
5. C 0.11

Pick <P>: it beats the second-best structure by 0.0778 hartree.

<P>
The following is a quantum chemistry calculation of an isolated molecule of C8H6N2O, from the OMol25 dataset.

The geometry in XYZ format:
```
17
Properties=species:S:1:pos:R:3
C 0.260 2.570 -1.492
C 0.797 2.434 -0.154
C 0.735 1.229 0.405
C 0.084 0.095 -0.263
C -0.048 -1.213 0.426
N 0.873 -2.065 0.604
C 0.208 -3.108 1.378
C -1.145 -2.723 1.560
O -1.267 -1.505 0.953
N -0.525 0.296 -1.531
C -0.348 1.511 -2.095
H 0.298 3.381 -1.945
H 1.231 3.314 0.325
H 1.076 0.992 1.220
H 0.787 -3.779 1.474
H -1.965 -3.222 2.008
H -1.051 1.792 -2.874
```

HOMO-LUMO gap   9.82 eV
Lowest unoccupied orbital energy   0.45 eV
HOMO level   -9.4 eV
Net charge   0

These are the natural (NBO) partial charges, in e, on atoms 1 to 5:
1. C -0.20
2. C -0.16
3. C -0.20
4. C 0.16
5. C 0.44

<Q>
The following is a quantum chemistry calculation of an isolated molecule of C8H6N2O, from the OMol25 dataset.

The geometry in XYZ format:
```
17
Properties=species:S:1:pos:R:3
H 2.991 -2.299 -0.007
N 2.013 -2.033 0.054
C 1.684 -0.833 0.023
O 2.650 0.176 -0.152
C 2.178 1.393 0.045
N 0.972 1.808 0.057
C -0.133 0.975 -0.035
C -1.460 1.442 -0.074
C -2.449 0.503 0.038
C -2.148 -0.872 0.010
C -0.857 -1.361 -0.097
C 0.132 -0.422 0.008
H 2.917 2.064 0.148
H -1.576 2.461 -0.120
H -3.544 0.864 0.134
H -2.889 -1.533 0.047
H -0.482 -2.335 -0.079
```

HOMO-LUMO gap   9.26 eV
Lowest unoccupied orbital energy   0.56 eV
HOMO level   -8.7 eV
Net charge   0

These are the natural (NBO) partial charges, in e, on atoms 1 to 5:
1. H 0.37
2. N -0.68
3. C 0.55
4. O -0.47
5. C 0.43

<R>
The following is a quantum chemistry calculation of an isolated molecule of C8H6N2O, from the OMol25 dataset.

The geometry in XYZ format:
```
17
Properties=species:S:1:pos:R:3
O 2.345 -2.153 -0.342
C 1.823 -1.070 -0.148
N 2.716 -0.038 0.331
C 2.315 1.153 0.132
N 1.016 1.597 -0.239
C -0.016 0.625 -0.131
C -1.344 1.043 -0.144
C -2.334 0.072 -0.049
C -1.945 -1.217 0.181
C -0.660 -1.670 0.103
C 0.330 -0.732 -0.099
H 3.043 1.989 0.300
H 0.822 2.495 0.055
H -1.574 2.142 -0.181
H -3.363 0.387 -0.369
H -2.793 -1.911 0.337
H -0.383 -2.713 0.264
```

HOMO-LUMO gap   9.32 eV
Lowest unoccupied orbital energy   0.22 eV
HOMO level   -9.1 eV
Net charge   0

These are the natural (NBO) partial charges, in e, on atoms 1 to 5:
1. O -0.53
2. C 0.64
3. N -0.50
4. C 0.30
5. N -0.58

Pick <R>: it beats the second-best structure by 0.0371 hartree.

<P>
The following is a quantum chemistry calculation of an isolated molecule of C5H7N3, from the OMol25 dataset.

The geometry in XYZ format:
```
15
Properties=species:S:1:pos:R:3
C -0.793 1.457 -1.583
C 0.484 1.053 -1.032
C 0.463 0.516 0.319
N 0.994 0.997 1.457
C 0.572 0.094 2.445
N -0.320 -0.760 2.000
N -0.141 -0.542 0.615
C -0.094 -1.691 -0.303
H -1.885 1.027 -1.602
H -0.797 1.935 -2.574
H 1.280 1.516 -1.356
H 0.737 0.256 3.567
H -1.085 -1.684 -0.833
H -0.091 -2.586 0.002
H 0.677 -1.589 -1.124
```

HOMO-LUMO gap   9.63 eV
Lowest unoccupied orbital energy   0.05 eV
HOMO level   -9.6 eV
Net charge   0

These are the natural (NBO) partial charges, in e, on atoms 1 to 5:
1. C -0.33
2. C -0.21
3. C 0.33
4. N -0.51
5. C 0.16

<Q>
The following is a quantum chemistry calculation of an isolated molecule of C5H7N3, from the OMol25 dataset.

The geometry in XYZ format:
```
15
Properties=species:S:1:pos:R:3
H 0.570 1.179 2.770
N -0.353 0.997 2.344
C -0.161 0.548 1.135
N -1.127 0.249 0.202
C -0.567 -0.100 -0.909
C -1.265 -0.469 -2.169
N 0.867 -0.091 -0.860
C 1.332 -1.106 0.060
C 1.184 0.269 0.524
H -0.917 0.140 -3.003
H -1.120 -1.526 -2.397
H -2.343 -0.315 -2.012
H 2.325 -1.484 -0.132
H 0.595 -1.846 0.373
H 2.050 0.919 0.755
```

HOMO-LUMO gap   9.93 eV
Lowest unoccupied orbital energy   0.48 eV
HOMO level   -9.5 eV
Net charge   0

These are the natural (NBO) partial charges, in e, on atoms 1 to 5:
1. H 0.33
2. N -0.61
3. C 0.39
4. N -0.48
5. C 0.49

<R>
The following is a quantum chemistry calculation of an isolated molecule of C5H7N3, from the OMol25 dataset.

The geometry in XYZ format:
```
15
Properties=species:S:1:pos:R:3
C 1.394 -1.219 -0.653
C 1.175 -0.007 -0.111
N 2.147 0.950 0.075
C -0.127 0.293 0.724
N -0.508 1.141 -0.245
C -1.823 0.859 -0.529
C -2.266 -0.113 0.320
N -1.153 -0.571 0.981
H 0.590 -1.894 -0.852
H 2.401 -1.590 -0.754
H 1.859 1.800 0.565
H 3.041 0.772 -0.363
H -2.397 1.493 -1.170
H -3.251 -0.507 0.481
H -1.082 -1.408 1.531
```

HOMO-LUMO gap   8.32 eV
Lowest unoccupied orbital energy   0.83 eV
HOMO level   -7.5 eV
Net charge   0

These are the natural (NBO) partial charges, in e, on atoms 1 to 5:
1. C -0.64
2. C 0.27
3. N -0.83
4. C 0.19
5. N -0.39

Pick <Q>: it beats the second-best structure by 0.0384 hartree.